This record from OMol25 describes C4H3Li2O2Rh as an isolated structure at a distorted geometry. The level of theory is ωB97M-V with the def2-TZVPD basis set.

The gap between HOMO and LUMO (spin up / spin down) is 7.853 / 7.511 eV. The expectation value of S² is 8.772. For the highest occupied orbital energy (spin up / spin down), the calculation gives -20.8 / -23.8 eV. For the molar mass, the calculation gives 199.854 g mol⁻¹. As for the total energy: -428.87612 Ha.

The geometry in ORCA input format:
```
! RIJCOSX wB97M-V def2-TZVPD def2/J DEFGRID3
* xyz 3 6
C 0.84892 0.51430 0.17824
O 1.76466 -0.14932 0.66113
Li 3.06505 0.38525 1.95253
Rh -1.54676 -1.96225 -0.74512
C -1.83689 0.95180 0.68726
C -1.51599 0.04444 -0.20689
C -0.08848 -0.03579 -0.84210
O 0.19959 -1.36231 -1.17092
Li 1.77295 -1.94597 -0.44936
H 0.13355 1.33392 0.86519
H -0.06667 0.65155 -1.70881
H -2.72993 1.57439 0.77886
*
```